(1)
{"formula": "C45H57N5OPtS2", "method": "ωB97M-V/def2-TZVPD", "species": ["Pt", "S", "S", "O", "N", "N", "N", "N", "N", "C", "C", "C", "C", "C", "C", "C", "C", "C", "C", "C", "C", "C", "C", "C", "C", "C", "C", "C", "C", "C", "C", "C", "C", "C", "C", "C", "C", "C", "C", "C", "C", "C", "C", "C", "C", "C", "C", "C", "C", "C", "C", "C", "C", "C", "H", "H", "H", "H", "H", "H", "H", "H", "H", "H", "H", "H", "H", "H", "H", "H", "H", "H", "H", "H", "H", "H", "H", "H", "H", "H", "H", "H", "H", "H", "H", "H", "H", "H", "H", "H", "H", "H", "H", "H", "H", "H", "H", "H", "H", "H", "H", "H", "H", "H", "H", "H", "H", "H", "H", "H", "H"], "xyz": [[0.1440, 0.3566, -0.1956], [-0.3193, -2.3239, 0.5450], [0.6252, 3.1923, 0.2559], [-0.3906, -2.6210, -0.8850], [0.7093, 0.6986, 1.7447], [2.0795, 0.0655, -0.7131], [0.3918, 5.7281, -0.3306], [-0.4294, -0.0880, -2.1067], [-1.8004, 0.5717, 0.3316], [0.3542, 4.4634, -0.8266], [-5.8841, -1.2103, -0.1029], [5.0174, -2.3474, -3.1016], [4.8509, -0.8207, -3.0460], [0.1907, 6.8250, -1.0873], [0.0871, 4.3063, -2.1988], [1.7594, -0.6181, -3.0524], [-3.7015, 0.8480, 1.5893], [-4.5600, 1.1032, 2.7746], [-0.0604, 6.7013, -2.4231], [3.9805, -0.4118, -1.9128], [2.5574, -0.3193, -1.9313], [0.6862, 1.4798, 3.9212], [3.2127, 1.5501, 4.3804], [-1.7112, -0.8588, -3.8743], [1.9903, 0.8435, 2.1884], [-3.4561, -2.6095, -4.2372], [-5.4766, 0.2663, -0.2002], [0.3658, -3.8460, 1.3467], [3.7666, 0.2351, 4.9362], [-1.9997, -2.6047, 1.2519], [0.1239, 1.9087, 5.2294], [3.1698, 0.2164, 0.0995], [4.3690, -0.0716, -0.6190], [-1.4790, 1.2069, 2.6903], [3.1283, 0.6013, 1.4503], [-4.5853, -0.0842, 3.7427], [5.7498, 0.0746, -0.0981], [-0.1161, 5.4125, -2.9833], [-4.0963, 0.4882, 0.3054], [1.9911, 1.3161, 3.5658], [0.3896, -0.5432, -3.1011], [0.5209, -3.0488, -5.3106], [-2.8508, -0.0730, -1.7958], [-0.6919, -4.3397, 2.3086], [-0.4035, -1.0046, -4.2329], [-2.2760, 0.8920, 1.5706], [-2.0382, -4.0684, 1.6447], [-2.9287, -1.2264, -4.6403], [-0.1100, 1.1160, 2.7594], [-2.8941, 0.3306, -0.4500], [0.1601, -1.5677, -5.4845], [-0.2864, 0.6977, 6.0767], [-1.7093, -0.3003, -2.5325], [6.1710, 1.5486, -0.1820], [-2.8645, -4.2807, 2.3254], [0.9749, -3.4257, -6.2228], [0.5270, -4.5328, 0.5210], [0.5832, 0.0909, 6.3145], [-2.7235, -3.3790, -4.4661], [4.6649, 0.4264, 5.5151], [-5.5782, 1.2981, 2.4415], [4.0528, -2.8398, -3.2016], [-5.2148, 0.1520, 4.5948], [-6.1740, 0.8579, 0.3916], [0.0515, 3.3031, -2.5959], [-0.3262, 5.3070, -4.0365], [-0.2147, 7.5779, -3.0302], [-5.2050, -1.8395, -0.6750], [-3.7096, -0.4794, -4.4830], [-0.7419, 2.5570, 5.0763], [5.4959, -2.7138, -2.1963], [-3.5870, -0.3152, 4.1061], [-2.1624, -4.6975, 0.7607], [4.0795, 0.7250, 1.9446], [-4.9893, -0.9659, 3.2531], [7.1761, 1.6746, 0.2086], [5.8365, -0.3680, -2.9299], [6.4357, -0.5289, -0.6924], [-0.5729, -1.4781, -6.2866], [3.9744, 2.0397, 3.7714], [2.2773, -0.9754, -3.9289], [-6.8889, -1.3431, -0.4951], [-0.5599, -5.4016, 2.5145], [2.9699, 2.2121, 5.2110], [5.4871, 2.1730, 0.3885], [-3.7994, -0.2616, -2.2726], [4.4275, -0.4719, -3.9900], [-2.6888, -1.2451, -5.7031], [1.2157, -3.1837, -4.4848], [5.6382, -2.6136, -3.9532], [-5.8755, -1.5401, 0.9331], [-4.2040, 1.9884, 3.3055], [-5.5535, 0.5915, -1.2390], [0.5856, 5.8299, 0.6615], [-2.0053, 1.5490, 3.5667], [0.8733, 2.4802, 5.7773], [4.0100, -0.4550, 4.1321], [6.1562, 1.8848, -1.2156], [-3.6689, -2.6548, -3.1713], [-1.0018, 0.0746, 5.5445], [-0.7363, 1.0300, 7.0080], [-2.0782, -1.9521, 2.1198], [-0.6301, -3.7978, 3.2539], [1.0514, -1.0079, -5.7754], [0.2282, 7.7851, -0.5951], [-4.3668, -2.8272, -4.7886], [1.3158, -3.6084, 1.8155], [3.0357, -0.2428, 5.5831], [-2.7281, -2.3197, 0.4991], [-0.3697, -3.6351, -5.1013], [5.8078, -0.2642, 0.9377]], "atomic_forces_ev_per_a": [[0.3, 2.5, 0.4], [-0.6, -0.8, 0.4], [0.1, -1.4, 0.6], [0.0, -0.5, -1.1], [-0.3, 0.0, -0.2], [0.0, -0.3, 0.4], [0.0, -0.5, 0.1], [0.3, -0.7, 0.4], [-0.1, -0.5, 0.0], [-0.3, 0.1, -0.8], [-0.1, 0.2, -0.1], [0.1, 0.3, -0.1], [0.0, -0.4, 0.0], [-0.1, 0.4, -0.5], [0.0, 0.1, 0.2], [0.9, 0.4, 1.2], [-0.4, -0.2, -1.2], [0.0, -0.2, 0.2], [0.0, -0.2, 0.1], [0.5, 0.5, 1.3], [-0.8, -0.2, -1.1], [0.0, 0.0, -0.6], [0.0, -0.3, 0.1], [0.5, 0.3, 0.3], [0.2, 0.2, 0.6], [0.0, 0.2, -0.1], [-0.1, -0.3, 0.0], [0.2, 0.5, 0.3], [0.0, 0.2, 0.0], [0.3, 0.2, 0.1], [-0.1, -0.2, 0.2], [-0.2, 0.2, 0.5], [-0.4, -0.5, -1.3], [-0.8, -0.4, -1.1], [-0.2, -0.3, -0.9], [-0.1, 0.2, -0.1], [0.1, 0.4, 0.0], [0.0, 0.2, 0.2], [0.4, 0.5, 1.1], [-0.4, 0.0, -0.5], [-0.9, 0.0, -0.5], [0.0, 0.2, -0.2], [0.4, 0.2, 0.8], [-0.2, -0.2, 0.1], [-0.1, 0.4, 0.6], [0.7, 0.4, 0.9], [0.0, -0.1, 0.1], [-0.1, -0.3, 0.1], [0.7, 0.1, 0.3], [0.1, -0.1, -0.7], [0.1, -0.3, 0.0], [0.0, 0.2, 0.0], [-0.2, 0.0, -0.5], [0.1, -0.3, 0.1], [0.0, 0.1, -0.1], [0.1, -0.1, 0.0], [0.0, 0.1, -0.3], [0.1, -0.1, 0.0], [0.1, -0.1, 0.0], [0.1, -0.1, 0.1], [0.0, 0.2, 0.0], [-0.1, -0.1, 0.0], [-0.1, -0.1, 0.1], [0.0, 0.1, -0.1], [0.0, 0.0, 0.0], [0.0, -0.1, -0.1], [0.0, 0.1, 0.0], [0.1, -0.1, 0.0], [0.0, 0.0, -0.1], [0.1, 0.1, 0.0], [0.0, -0.1, 0.1], [0.1, -0.1, 0.1], [0.0, 0.0, 0.0], [0.1, 0.0, 0.1], [0.0, -0.1, 0.0], [0.1, 0.1, 0.0], [-0.1, 0.1, -0.1], [0.0, -0.1, 0.1], [0.1, 0.1, -0.1], [0.0, 0.1, 0.1], [0.0, 0.0, -0.1], [-0.1, -0.1, 0.0], [0.1, 0.0, 0.1], [0.1, 0.1, -0.1], [0.0, 0.1, 0.1], [-0.1, 0.0, -0.1], [0.1, 0.1, 0.0], [-0.1, 0.1, 0.0], [0.1, -0.1, 0.1], [0.0, -0.1, 0.0], [0.0, -0.1, 0.1], [-0.1, 0.1, 0.0], [-0.1, 0.1, 0.0], [-0.1, 0.1, -0.1], [0.0, 0.0, 0.2], [-0.1, 0.1, 0.0], [0.1, -0.1, -0.1], [0.0, 0.1, -0.1], [0.0, 0.0, 0.1], [-0.1, -0.1, 0.0], [-0.1, 0.0, 0.1], [-0.1, 0.1, 0.1], [0.0, 0.0, 0.1], [-0.1, 0.0, -0.1], [0.1, -0.1, 0.1], [-0.1, -0.1, 0.0], [0.1, 0.0, 0.0], [-0.1, -0.1, 0.1], [0.1, 0.2, -0.2], [-0.1, -0.1, 0.0], [0.1, -0.1, 0.0]], "total_charge": 2, "orbital_gap_ev": [3.4, 3.5], "homo_energy_ev": [-11.89, -11.87]}

(2)
{"formula": "C4H5HoO6", "method": "ωB97M-V/def2-TZVPD", "species": ["Ho", "O", "O", "O", "O", "O", "O", "C", "C", "C", "C", "H", "H", "H", "H", "H"], "xyz": [[1.4482, 2.2136, 0.6892], [2.9004, 0.8833, 0.2391], [-1.2022, 1.6136, -1.9086], [-0.1074, 3.2624, -2.8078], [0.0308, 2.9498, -0.5897], [0.8130, 0.1807, -0.0624], [2.5597, -0.5257, -1.5377], [-1.3936, 0.5962, -0.9304], [2.2758, -0.1434, -0.2696], [-0.2494, -0.3897, -0.8025], [-0.4532, 2.7348, -1.7520], [0.1040, -0.6439, -1.8117], [-2.2795, 0.0456, -1.2705], [2.2864, 0.1956, -2.1990], [-1.6608, 1.0447, 0.0356], [-0.6061, -1.3137, -0.3236]], "atomic_forces_ev_per_a": [[-1.2, 0.6, 0.1], [0.8, 0.1, 0.1], [-0.5, -0.4, 0.2], [-0.8, 0.0, 2.6], [0.9, 0.5, 2.7], [1.3, 0.8, 0.9], [-1.0, 1.2, 0.0], [-0.5, 0.4, 0.3], [-0.5, -0.8, -1.8], [-0.8, -0.6, -1.1], [1.0, -1.0, -5.5], [0.0, 0.0, 0.3], [0.3, 0.1, 0.1], [0.7, -1.2, 1.0], [0.1, -0.1, 0.0], [0.2, 0.3, 0.0]], "total_charge": 1, "orbital_gap_ev": [6.7, 7.7], "homo_energy_ev": [-12.79, -13.79], "multiplicity": 6}

(3)
{"formula": "C30H48P2Ti", "method": "ωB97M-V/def2-TZVPD", "species": ["Ti", "P", "P", "C", "C", "C", "C", "C", "C", "C", "C", "C", "C", "C", "C", "C", "C", "C", "C", "C", "C", "C", "C", "C", "C", "C", "C", "C", "C", "C", "C", "C", "C", "H", "H", "H", "H", "H", "H", "H", "H", "H", "H", "H", "H", "H", "H", "H", "H", "H", "H", "H", "H", "H", "H", "H", "H", "H", "H", "H", "H", "H", "H", "H", "H", "H", "H", "H", "H", "H", "H", "H", "H", "H", "H", "H", "H", "H", "H", "H", "H"], "xyz": [[0.2428, 0.0477, 0.0512], [1.7111, -1.2455, -1.5805], [1.8188, 1.7071, -1.0132], [-1.6369, -1.0884, -0.2039], [-1.7951, -1.9060, 2.2493], [1.4256, -0.9197, 1.6806], [5.8901, 0.1579, -3.8103], [3.7155, -1.0057, 4.6902], [-2.0043, 0.4261, -2.3079], [1.8747, -0.8173, 3.0896], [2.9825, 2.7968, -0.2017], [6.1416, 1.6832, -3.8355], [2.7964, 0.2769, -1.6859], [0.9805, -0.7592, 4.1809], [-1.8008, -2.4201, -0.8525], [2.8473, -2.5904, -1.1640], [1.2107, -1.5520, -3.2918], [4.5173, -0.2944, -4.2074], [-1.5853, 1.2240, 0.1604], [2.8071, -1.0342, 5.7650], [-1.5940, -0.8570, 1.2161], [5.0058, 2.5191, -3.3272], [3.9000, 2.8359, -5.5728], [3.2572, -0.8842, 3.3818], [3.7680, 0.2999, -5.1556], [1.4407, -0.8870, 5.4910], [-1.6983, 2.6967, -0.0441], [1.2166, 2.5401, -2.5048], [-1.5387, 1.2432, 2.7570], [-1.6907, 0.2005, -0.8683], [-1.5263, 0.5553, 1.4375], [4.0578, 3.0805, -4.1020], [4.2420, 1.4026, -6.0530], [3.2121, 2.4149, 0.8002], [0.8139, 3.5197, -2.2147], [-0.5305, 1.2706, 3.1867], [2.1304, -0.3755, 1.0090], [6.9868, 1.8729, -3.1638], [-1.4080, 2.9835, -1.0579], [2.7859, -0.0969, -5.4334], [-1.4996, -2.3918, -1.9029], [3.9639, -0.8850, 2.5502], [0.4252, 1.9700, -3.0024], [-0.0813, -0.6270, 3.9897], [2.0449, 2.6824, -3.2064], [-1.8927, 2.2730, 2.6445], [3.7256, 1.2683, -7.0102], [3.1559, -2.5499, -0.1105], [6.4692, 2.0024, -4.8297], [3.4857, 3.9308, -3.7194], [2.0703, -1.4823, -3.9675], [-2.1977, 0.7280, 3.4675], [3.1647, -1.1585, 6.7910], [2.5198, 3.7837, -0.0968], [3.7410, -2.5390, -1.8018], [4.2158, -1.2580, -3.7848], [-2.8479, -2.7559, -0.8092], [1.2996, -1.9840, 1.3955], [-3.0922, 0.4142, -2.4937], [0.7184, -0.8856, 6.3149], [0.4478, -0.8395, -3.6175], [-1.8029, -2.9010, 1.7944], [5.3132, 1.3252, -6.2673], [4.5298, 3.5435, -6.1322], [-2.7465, -1.7699, 2.7840], [-1.0670, 3.2309, 0.6711], [-2.7314, 3.0374, 0.1148], [3.8995, 2.8640, -0.7923], [6.1199, -0.1987, -2.7980], [6.6216, -0.3184, -4.4763], [2.8667, 3.0537, -5.8736], [-1.6335, 1.4005, -2.6413], [2.3317, -3.5467, -1.3271], [-1.5648, -0.3586, -2.9339], [5.1096, 2.8103, -2.2810], [0.7773, -2.5576, -3.3458], [3.0570, 0.4940, -2.7311], [4.7843, -1.0903, 4.8893], [-1.1959, -3.1730, -0.3367], [-0.9913, -1.8824, 2.9897], [3.7274, 0.1368, -1.1133]], "atomic_forces_ev_per_a": [[2.0, -1.5, 3.1], [0.2, 0.8, -0.1], [-0.3, -0.9, -0.4], [-0.9, 1.1, 0.5], [0.4, -0.3, 0.3], [-1.3, 0.8, -1.1], [0.3, 0.1, 0.1], [-0.3, 0.1, 0.4], [-0.1, 0.1, -0.4], [0.4, 0.1, 1.0], [0.3, 0.4, 0.2], [0.2, -0.4, 0.2], [0.1, 0.1, -0.1], [0.5, -0.1, -0.4], [0.0, -0.3, 0.0], [0.2, -0.4, 0.0], [0.1, -0.2, -0.4], [-0.2, 0.0, -1.2], [-1.0, -1.2, 0.0], [-0.1, 0.1, -0.6], [-0.5, 0.8, -1.2], [-0.3, 0.9, -0.5], [-0.1, -0.2, -0.3], [-0.5, -0.1, 0.1], [0.5, -0.8, 0.2], [0.2, 0.0, 0.3], [-0.1, 0.3, 0.1], [0.1, 0.4, -0.2], [0.3, 0.2, 0.2], [-0.6, 0.0, 1.1], [-0.9, -0.3, -1.3], [1.2, 0.3, 0.4], [-0.1, 0.5, -0.3], [0.0, 0.1, -0.2], [0.0, -0.2, -0.1], [-0.2, 0.1, 0.1], [0.7, -0.5, -0.1], [0.0, 0.0, -0.2], [0.0, 0.0, 0.1], [0.3, -0.1, 0.3], [0.0, -0.1, 0.1], [-0.1, -0.1, 0.2], [0.1, 0.0, 0.2], [0.3, -0.1, 0.2], [-0.3, 0.0, 0.2], [0.0, -0.2, 0.1], [0.2, 0.0, 0.0], [-0.2, 0.1, -0.3], [-0.2, 0.0, 0.3], [0.0, -0.5, 0.2], [-0.2, -0.2, 0.1], [0.2, 0.1, -0.2], [-0.2, 0.1, -0.4], [0.2, -0.1, 0.0], [-0.2, -0.1, 0.1], [-0.2, 0.4, 0.1], [0.2, 0.1, -0.1], [0.3, 0.5, -0.2], [0.4, 0.0, 0.1], [0.3, 0.0, -0.3], [0.1, 0.0, 0.1], [0.0, 0.1, 0.1], [-0.3, -0.1, 0.1], [-0.2, 0.0, 0.1], [0.2, 0.1, -0.2], [0.0, 0.1, -0.2], [0.2, -0.1, -0.1], [-0.2, 0.2, 0.2], [-0.1, -0.1, -0.2], [0.0, 0.0, 0.2], [0.1, 0.1, 0.2], [-0.1, -0.2, -0.1], [0.2, 0.2, 0.0], [-0.1, 0.2, 0.0], [-0.2, 0.1, -0.3], [0.1, 0.2, -0.1], [0.1, -0.1, 0.4], [-0.3, 0.0, -0.1], [-0.1, 0.0, -0.2], [-0.3, -0.2, -0.1], [-0.3, 0.0, -0.1]], "total_charge": 1, "orbital_gap_ev": [7.4, 7.8], "homo_energy_ev": [-10.12, -10.46], "multiplicity": 2}

(4)
{"formula": "C2H4O3P", "method": "ωB97M-V/def2-TZVPD", "species": ["P", "O", "O", "O", "C", "C", "H", "H", "H", "H"], "xyz": [[3.0721, -0.3414, -0.4404], [1.6088, -0.0332, -0.9559], [3.0908, -0.3118, 1.0534], [-0.5051, 1.4769, 0.0125], [-1.4862, 0.5986, 0.3000], [-1.4323, -0.7401, -0.0408], [-2.0066, -1.6263, 0.1967], [-2.3261, 1.0642, 0.8149], [-0.4327, -0.9457, -0.5630], [0.4172, 0.8587, -0.3773]], "atomic_forces_ev_per_a": [[-3.3, 0.7, 0.2], [2.0, 0.0, 0.2], [0.8, -0.1, -0.2], [2.0, -2.2, -1.0], [0.1, -2.1, -0.5], [2.5, 1.8, -0.6], [-0.6, 0.7, 0.2], [0.0, -0.1, 0.0], [-1.6, -0.1, 0.7], [-2.1, 1.4, 0.9]], "total_charge": -1, "orbital_gap_ev": 8.7, "homo_energy_ev": -4.45}

(5)
{"formula": "C7H12FN4", "method": "ωB97M-V/def2-TZVPD", "species": ["F", "N", "N", "N", "N", "C", "C", "C", "C", "C", "C", "C", "H", "H", "H", "H", "H", "H", "H", "H", "H", "H", "H", "H"], "xyz": [[-0.6730, 1.9276, 1.2630], [2.0858, 1.0836, -0.2299], [2.7031, -0.0017, 0.1547], [-1.9778, -0.3206, 0.2397], [0.5906, -0.3188, 0.6141], [0.8393, 0.9730, 0.0431], [-2.2937, 0.5392, -0.6186], [-0.1830, 1.9768, -0.0766], [-2.6718, -1.3997, 0.8420], [1.8126, -0.8781, 0.7685], [-1.3478, 1.6012, -1.1069], [4.1546, -0.1901, -0.0162], [4.7836, 0.1060, 0.8244], [-1.0687, -0.3327, 0.7619], [4.1659, -1.2358, -0.3203], [-0.8458, 1.0834, -1.9838], [-3.7735, -1.4452, 0.4836], [2.0473, -1.8965, 0.9589], [-2.6461, -1.1594, 1.8881], [4.4309, 0.2874, -0.9536], [-1.7721, 2.4805, -1.4970], [0.1266, 3.0114, -0.1595], [-3.2957, 0.4664, -0.9991], [-2.0995, -2.2464, 0.6316]], "atomic_forces_ev_per_a": [[-1.0, 0.5, -0.4], [1.3, 2.1, -0.8], [-0.1, -1.6, 1.8], [0.8, 0.4, 1.0], [1.5, 0.7, 0.6], [1.4, -4.3, 0.7], [0.0, 0.9, -0.1], [-2.5, -0.1, 0.8], [-3.9, 0.9, -0.7], [-1.2, 3.3, -3.0], [2.3, -1.7, 0.6], [-1.0, -0.7, -1.3], [-0.3, -0.2, -0.1], [0.8, 0.7, -1.1], [0.9, -0.3, 0.7], [-0.4, 0.7, 0.7], [1.9, -0.3, 0.6], [0.1, -0.4, 0.6], [-0.2, -0.3, 0.7], [0.1, 0.6, 0.3], [-1.1, 0.9, -0.3], [0.5, -0.1, -0.7], [-0.4, 0.1, -0.5], [0.5, -1.7, -0.2]], "total_charge": 1, "orbital_gap_ev": 10.0, "homo_energy_ev": -13.53}

(6)
{"formula": "C6H10NO", "method": "ωB97M-V/def2-TZVPD", "species": ["O", "N", "C", "C", "C", "C", "C", "C", "H", "H", "H", "H", "H", "H", "H", "H", "H", "H"], "xyz": [[1.9703, 0.0684, 0.5380], [-0.4928, 0.4682, 1.1346], [-0.9916, -0.8226, 0.6398], [3.7561, 0.2834, -0.9399], [4.2438, 0.0923, -2.0236], [3.2117, 0.2980, 0.3620], [-0.7838, 0.4478, -0.1931], [-2.3936, -1.2667, 0.9488], [-2.2661, -2.0786, 1.6649], [1.0839, 0.2890, 1.1456], [-2.8351, -0.3435, 1.3710], [3.8635, 0.5614, 1.2231], [-0.1920, -1.5667, 0.5234], [-1.1011, 1.0905, 1.7285], [4.3695, 0.0229, -3.0601], [0.1165, 0.5349, -0.7966], [-2.7718, -1.3857, 0.0282], [-1.5081, 1.0047, -0.7056]], "atomic_forces_ev_per_a": [[2.4, 0.0, -1.3], [1.7, 1.2, 4.6], [0.7, 1.4, -1.3], [-0.1, -0.7, 0.6], [-0.9, 0.5, 0.7], [-1.7, 0.4, 1.1], [1.2, -1.7, -3.3], [2.7, 2.1, 3.1], [-1.0, -0.1, -0.3], [-1.2, 0.5, 0.5], [-0.4, -0.9, 0.2], [-0.4, -0.2, -0.5], [-0.4, 0.3, 0.3], [0.8, -1.3, -0.5], [0.7, -0.2, -0.9], [-0.1, -0.4, -0.2], [-2.2, -1.5, -2.9], [-1.7, 0.6, 0.2]], "total_charge": 1, "orbital_gap_ev": 8.0, "homo_energy_ev": -13.92}